# 1
Formula: C24H22N4O5S
Source: OMol25
Level of theory: ωB97M-V/def2-TZVPD

Calculated values
E_LUMO	0.37	eV
SMILES	O=C(O)COc1cccc(CN(Cc2ccc(-n3cccn3)cc2)S(=O)(=O)c2cccnc2)c1
energy	-52277.74474	eV
frontier orbital gap	8.9	eV
HOMO energy	-8.6	eV
net charge	0

Each line ends with the Löwdin charge.
Positions of all 56 atoms, in Å:
1 C 2.199 -1.725 1.349  -0.131
2 O -4.121 -1.123 1.200  0.088
3 H 1.321 -0.136 3.281  0.134
4 H 5.182 -0.803 -1.073  0.119
5 S 4.002 0.247 1.378  0.685
6 H 4.084 1.902 -3.932  0.108
7 C 1.770 -1.926 -1.114  -0.041
8 N -3.405 1.877 -0.072  -0.088
9 C -0.306 -2.768 -1.969  0.003
10 C 0.229 0.784 1.688  -0.193
11 C 3.415 2.035 -0.628  -0.057
12 O -2.926 -0.901 -0.674  0.121
13 H -4.387 -0.162 1.017  0.074
14 H 2.953 3.369 -2.252  0.106
15 C 4.660 0.114 -1.311  -0.142
16 C 0.968 -2.282 -2.184  -0.059
17 H 2.053 1.344 2.649  0.120
18 C -0.804 -2.871 -0.673  -0.258
19 C 4.037 0.841 -0.311  -0.249
20 C 1.528 0.428 2.360  -0.149
21 H -1.074 1.572 -1.335  0.118
22 C -0.005 -2.487 0.399  0.039
23 H -0.895 0.685 3.508  0.117
24 C -5.517 1.885 -0.321  -0.111
25 C -4.998 2.704 -1.329  -0.047
26 C 0.162 1.042 0.325  -0.016
27 H 2.957 2.622 0.154  0.120
28 O -2.040 -3.448 -0.548  -0.029
29 C -3.636 2.666 -1.140  -0.040
30 H 2.777 -1.575 -1.282  0.092
31 O 4.921 -0.848 1.481  -0.275
32 H -3.024 1.345 2.459  0.117
33 C -2.125 1.262 1.868  -0.007
34 H -6.538 1.633 -0.115  0.109
35 H -2.456 -3.116 1.480  0.129
36 H 1.050 0.930 -0.279  0.098
37 C -0.929 0.890 2.448  -0.019
38 O 4.165 1.384 2.238  -0.277
39 H -5.539 3.237 -2.082  0.092
40 C -3.308 -1.558 0.259  -0.508
41 N 4.666 0.502 -2.574  0.080
42 C -2.177 1.528 0.504  -0.209
43 C -2.890 -3.011 0.478  -0.090
44 C -1.028 1.411 -0.270  0.007
45 H 1.778 -2.138 2.274  0.134
46 N -4.547 1.401 0.432  0.050
47 C 4.055 1.633 -2.884  -0.133
48 C 3.422 2.445 -1.952  -0.040
49 H -0.936 -3.074 -2.787  0.121
50 H -0.370 -2.561 1.413  0.119
51 H 3.178 -2.181 1.184  0.119
52 H -3.780 -3.644 0.423  0.145
53 C 1.292 -2.040 0.184  -0.203
54 H 1.347 -2.193 -3.191  0.107
55 H -2.843 3.155 -1.667  0.122
56 N 2.438 -0.307 1.520  -0.222

***

# 2
Formula: C24H22N6O10RhS2
Source: OMol25
Level of theory: ωB97M-V/def2-TZVPD

Calculated values
E_LUMO	1.53	eV
energy	-79338.51579	eV
frontier orbital gap	7.2	eV
HOMO energy	-5.6	eV
net charge	-1

Each line ends with the Löwdin charge.
Positions of all 65 atoms, in Å:
1 C -2.041 -1.895 0.656  0.046
2 C 3.216 -0.162 0.336  -0.238
3 H -1.411 -3.898 -2.012  0.133
4 H 0.817 -0.748 5.882  0.068
5 C -2.970 0.173 -2.324  -0.046
6 H 0.562 -0.436 4.156  0.061
7 C -2.240 1.350 -2.321  -0.052
8 C -0.474 -0.797 -0.839  -0.268
9 C 2.494 1.879 -2.573  -0.070
10 H -4.464 -1.990 -2.170  0.086
11 H -2.908 -0.493 -3.177  0.114
12 S -1.230 3.606 -1.155  0.487
13 H 4.469 -0.346 -4.160  0.111
14 C -0.596 -1.953 -1.671  -0.071
15 C -2.294 2.186 -1.214  -0.264
16 C -1.248 0.285 1.429  -0.577
17 H -0.141 0.647 5.352  0.078
18 C -4.495 -1.495 -1.200  -0.031
19 C -3.814 0.679 -0.141  -0.044
20 H 4.735 -1.672 0.252  0.067
21 C -1.377 -3.039 -1.359  0.075
22 O -0.387 1.248 1.409  -0.169
23 O -3.620 -4.058 1.173  0.065
24 H -2.626 -1.863 1.564  0.138
25 C -2.119 -2.990 -0.197  -0.191
26 H -4.395 0.402 0.730  0.124
27 C 4.262 -1.011 0.975  -0.012
28 H 2.151 1.371 6.055  0.108
29 O -2.108 0.216 2.297  0.037
30 H 2.869 0.252 4.898  0.104
31 C -3.760 -0.182 -1.231  -0.265
32 C -1.230 -0.817 0.376  -0.030
33 H 5.033 -0.381 1.427  0.095
34 C 3.195 1.290 -3.614  -0.032
35 H 3.817 -1.603 1.772  0.082
36 C 0.730 0.033 5.124  -0.084
37 C 3.975 -0.369 -2.075  0.001
38 O 0.292 0.151 -1.219  -0.124
39 C 3.937 0.152 -3.360  -0.047
40 H -3.074 2.501 0.745  0.121
41 N 2.312 0.444 2.382  0.044
42 S 1.855 3.027 1.666  0.691
43 N 0.168 -2.038 -2.913  -0.343
44 O -3.016 -5.058 -0.634  0.053
45 N -2.990 -4.105 0.131  -0.374
46 N 2.547 1.388 -1.340  -0.008
47 O -1.471 4.276 0.095  -0.311
48 O 0.223 -1.065 -3.635  0.085
49 H 3.124 1.707 -4.608  0.110
50 H 1.695 2.860 4.347  0.118
51 C 1.997 0.879 5.094  -0.250
52 C 2.035 1.677 2.771  -0.768
53 H 1.849 2.738 -2.701  0.119
54 C 3.255 0.264 -1.077  -0.193
55 H -5.540 -1.358 -0.918  0.086
56 O 0.623 -3.135 -3.213  0.048
57 O 0.131 2.955 -1.213  -0.479
58 N 1.946 1.924 4.085  -0.014
59 Rh 1.049 1.582 0.039  1.037
60 N 2.302 0.428 1.020  -0.141
61 H -4.045 -2.168 -0.465  0.043
62 H -1.602 1.608 -3.157  0.122
63 O -1.421 4.361 -2.370  -0.315
64 C -3.082 1.858 -0.124  -0.052
65 H 4.525 -1.273 -1.861  0.108

***

# 3
Formula: C24H22N6O10RhS2
Source: OMol25
Level of theory: ωB97M-V/def2-TZVPD

Calculated values
E_LUMO	1.76	eV
energy	-79338.35692	eV
frontier orbital gap	7.4	eV
HOMO energy	-5.6	eV
net charge	-1

Each line ends with the Löwdin charge.
Positions of all 65 atoms, in Å:
1 O -0.549 -1.127 4.115  0.044
2 O 0.022 -2.462 0.141  -0.189
3 O 0.235 -0.479 2.178  -0.162
4 C 0.602 3.832 1.191  -0.021
5 H 1.630 3.754 1.528  0.064
6 C 0.113 2.491 0.754  -0.239
7 C -1.320 2.247 0.544  -0.203
8 H 4.248 -1.241 2.918  0.079
9 C 1.916 -5.380 -4.621  -0.055
10 H -2.072 -6.224 1.304  0.130
11 O -2.203 -0.259 -3.416  -0.306
12 O -1.407 -5.747 -1.122  0.058
13 C -0.891 -2.658 2.352  -0.036
14 C -2.216 3.294 0.387  -0.007
15 C -3.001 0.691 0.314  -0.087
16 C 1.762 -3.015 -3.763  -0.038
17 S 2.272 -0.912 -0.118  0.812
18 H 5.632 -0.159 3.131  0.069
19 H 6.070 -0.299 0.635  0.108
20 C 1.036 -1.943 -3.255  -0.073
21 C 5.094 -0.540 1.064  -0.283
22 H -0.766 -5.169 -4.362  0.115
23 C -0.260 -4.254 -4.076  -0.049
24 C 2.900 0.529 0.616  -0.720
25 N -2.867 -5.498 3.756  -0.368
26 H 1.532 -1.045 -2.918  0.076
27 H -4.990 1.407 -0.005  0.109
28 N -0.567 -5.109 -0.502  -0.336
29 Rh 0.121 -0.301 0.215  1.020
30 C 5.225 -0.967 2.519  -0.085
31 H 1.818 -6.189 -3.894  0.081
32 H 1.553 -5.752 -5.581  0.074
33 N 4.221 0.612 0.908  -0.021
34 O 0.573 -4.938 -0.881  0.094
35 C -1.631 -3.445 3.209  0.062
36 H -2.070 -3.270 -3.477  0.121
37 C -0.995 -3.198 -3.578  -0.053
38 C 1.130 -4.183 -4.162  -0.283
39 C -1.746 -5.238 1.597  0.070
40 C -2.079 -4.708 2.837  -0.152
41 H 4.678 -1.354 0.475  0.064
42 O -0.313 0.211 -1.871  -0.436
43 N 0.886 1.477 0.593  -0.113
44 H 5.890 -1.827 2.608  0.070
45 N -1.716 0.963 0.508  0.060
46 C -0.393 -1.348 2.925  -0.553
47 H 2.976 -5.144 -4.723  0.069
48 S -1.318 -0.784 -2.407  0.479
49 N 2.202 1.597 0.901  0.026
50 H -4.272 3.805 0.042  0.108
51 H 2.843 -2.946 -3.818  0.108
52 H -0.024 4.216 1.997  0.088
53 H 4.443 1.428 1.460  0.132
54 C -3.556 3.005 0.181  -0.051
55 C -0.337 -2.047 -3.155  -0.275
56 O -2.035 -1.428 -1.319  -0.351
57 H 0.558 4.542 0.361  0.090
58 C -3.958 1.684 0.152  -0.033
59 H -3.258 -0.356 0.279  0.112
60 O -3.154 -5.014 4.840  0.050
61 C -0.979 -4.482 0.757  -0.058
62 H -1.849 -3.060 4.194  0.128
63 C -0.565 -3.133 1.039  -0.280
64 H -1.864 4.315 0.409  0.107
65 O -3.211 -6.620 3.404  0.039

***

# 4
Formula: C24H22N7O4SY
Source: OMol25
Level of theory: ωB97M-V/def2-TZVPD

Calculated values
E_LUMO	-0.76	eV
energy	-55746.96572	eV
frontier orbital gap	7.2	eV
HOMO energy	-8.0	eV
net charge	0

Each line ends with the Löwdin charge.
Positions of all 59 atoms, in Å:
1 H -3.440 -4.008 -1.628  0.109
2 C 0.761 -4.998 -1.371  -0.025
3 C -4.057 -1.781 0.836  -0.006
4 C 3.507 1.438 -0.885  -0.112
5 C -2.281 6.519 2.553  -0.094
6 C -1.186 4.700 1.394  -0.083
7 H -0.422 2.139 -3.113  -0.041
8 C 2.087 -5.441 -1.316  -0.319
9 O -0.150 2.832 0.321  -0.152
10 N 2.521 -6.460 -2.136  0.104
11 C 4.601 -0.368 0.138  -0.113
12 Y -0.385 0.657 -0.606  1.525
13 C 2.335 -0.270 0.090  -0.471
14 H -3.766 0.690 1.928  0.132
15 H 0.560 7.586 1.029  0.117
16 C -3.094 0.478 1.101  -0.061
17 H -1.920 -2.153 -2.279  0.122
18 H 3.485 2.388 -1.408  0.119
19 H 0.270 0.576 -3.478  -0.047
20 N 3.439 -0.922 0.460  0.141
21 C -0.165 5.579 0.986  -0.260
22 H 3.174 -3.429 1.203  0.105
23 C 4.704 0.830 -0.545  -0.054
24 N 2.333 0.911 -0.581  0.074
25 H -3.095 6.891 3.161  0.098
26 C -3.388 -3.110 -1.030  -0.052
27 H 3.972 -5.239 -0.309  0.112
28 O -0.762 -1.928 1.245  -0.329
29 C -3.191 -0.788 0.393  -0.284
30 N -2.225 1.343 0.725  -0.099
31 C -2.236 5.195 2.177  -0.031
32 H -1.468 0.759 -3.352  -0.047
33 C -1.162 3.288 0.977  -0.401
34 H 0.778 4.221 0.090  0.065
35 O 1.323 -1.949 2.566  -0.273
36 O 0.880 5.184 0.240  0.068
37 C -0.227 6.922 1.361  -0.015
38 C -1.269 7.383 2.137  -0.081
39 H -4.637 -1.625 1.736  0.120
40 H 1.970 -6.671 -2.949  0.091
41 H 5.483 -0.921 0.449  0.113
42 H -0.697 -3.652 -0.544  0.081
43 C 1.207 -3.422 0.380  -0.285
44 C -2.538 -2.077 -1.391  -0.139
45 C -4.152 -2.958 0.118  -0.038
46 N 1.082 -0.718 0.332  -0.249
47 H -3.007 4.500 2.475  0.104
48 C 2.953 -4.876 -0.371  -0.023
49 H 5.659 1.263 -0.800  0.099
50 N -2.433 -0.944 -0.707  0.034
51 N -2.218 2.556 1.313  0.059
52 H -1.295 8.426 2.424  0.103
53 H 3.513 -6.571 -2.245  0.092
54 S 0.685 -1.991 1.286  0.625
55 C 2.519 -3.872 0.471  -0.064
56 C -0.520 1.067 -2.891  -0.322
57 C 0.328 -3.996 -0.525  -0.062
58 H -4.821 -3.741 0.448  0.114
59 H 0.078 -5.446 -2.084  0.109

***

Values for relative energy (zero: lowest compared OMol25 entry of this formula, charge and spin), kJ/mol, ordered as above
321.5 75.1 90.4 0.0